The following is a DFT calculation (ωB97M-V with the def2-TZVPD basis set) of a structure of composition C27H39As3I2IrN3O3.

Each line ends with the Löwdin charge.
Positions of all 78 atoms, in Å:
C (0.872, -1.721, 2.162)  -0.140
H (-4.169, 1.758, 0.304)  0.052
H (5.612, -1.792, -2.367)  0.134
H (0.876, -4.999, 2.993)  0.083
C (4.686, -1.397, -1.966)  0.036
H (0.133, -5.130, 0.628)  0.133
H (-1.596, 1.183, -4.738)  0.052
C (2.332, -1.094, -2.022)  -0.149
Ir (0.187, 0.065, -0.204)  0.931
C (1.475, -2.647, 4.336)  -0.642
H (-3.607, 0.258, 1.066)  0.045
C (3.873, -4.336, -5.224)  -0.227
C (-2.002, 5.155, -2.157)  -0.302
C (0.515, 6.326, -0.408)  -0.246
H (-1.787, 1.253, 2.944)  0.043
H (1.122, 7.416, -3.538)  0.055
C (-3.049, 2.977, -2.378)  -0.054
H (-2.572, 3.947, 0.162)  0.098
I (1.754, -4.221, 5.605)  1.176
H (-2.376, 0.221, -3.455)  0.024
N (0.452, -1.807, 0.878)  -0.049
C (3.467, -1.664, -2.570)  -0.084
C (0.351, -4.178, 1.092)  0.011
H (-3.945, 3.377, -1.900)  0.108
H (-0.103, 6.381, 0.485)  0.049
O (1.052, 0.601, 1.874)  -0.185
H (5.641, -0.338, -0.349)  0.126
H (0.378, 3.542, -2.095)  0.065
H (2.265, 1.679, -3.291)  0.040
H (4.809, -3.676, -3.456)  0.144
C (0.566, 6.480, -3.525)  -0.235
C (1.168, -0.374, 2.652)  -0.410
As (-1.656, 1.679, 0.480)  1.022
I (1.979, 1.623, 4.769)  1.084
C (0.762, -4.101, 2.400)  0.010
C (3.237, -2.443, -3.843)  -0.434
C (-1.687, 2.160, 2.351)  -0.265
H (-2.295, 5.276, -3.203)  0.094
H (4.818, -4.824, -5.467)  0.136
O (2.275, -2.147, -4.529)  0.075
C (1.391, 1.329, -3.837)  -0.261
C (-1.701, 3.478, -0.303)  -0.318
H (2.033, -1.242, 5.849)  0.094
H (1.383, -1.295, -2.502)  0.088
H (-3.144, 3.131, -3.454)  0.106
C (3.528, -0.045, -0.371)  -0.101
H (-3.538, 0.423, -0.694)  0.024
H (-0.134, -3.030, -0.671)  0.122
C (0.201, -3.004, 0.358)  -0.082
N (4.128, -3.406, -4.147)  0.108
C (-0.529, 3.130, -2.555)  -0.344
H (1.153, 2.021, -4.645)  0.048
H (3.514, -3.774, -6.085)  0.134
H (3.511, 0.609, 0.491)  0.118
H (-0.983, -0.433, -4.335)  0.044
H (-0.758, 2.656, 2.623)  0.022
H (1.059, 5.381, -0.452)  0.042
C (4.711, -0.577, -0.844)  -0.008
H (1.590, 0.345, -4.263)  0.024
As (-0.566, 6.441, -1.984)  1.382
N (2.346, -0.289, -0.960)  -0.078
C (-1.431, 0.474, -3.928)  -0.261
H (-3.034, 1.905, -2.201)  0.039
H (-2.821, 5.551, -1.553)  0.095
H (-2.540, 2.810, 2.546)  0.052
C (-1.781, 3.646, -1.829)  -0.651
C (1.584, -0.246, 4.020)  -0.635
C (-3.435, 0.956, 0.247)  -0.263
O (2.915, -5.259, -4.756)  -0.022
H (-0.036, 6.394, -4.426)  0.053
C (1.037, -2.846, 2.972)  -0.181
C (1.721, -1.364, 4.821)  -0.202
H (-0.545, 3.464, -3.597)  0.087
H (2.609, -5.798, -5.494)  0.104
As (-0.147, 1.195, -2.665)  1.057
H (1.258, 5.640, -3.433)  0.047
H (-0.814, 3.967, 0.105)  0.061
H (1.218, 7.157, -0.423)  0.054

For the highest occupied orbital energy (alpha / beta), the calculation gives -14.3 / -15.8 eV. Its spin multiplicity is 6. The HOMO-LUMO gap (alpha / beta) is 6.53 / 5.67 eV. The value obtained for the largest force on an atom is 0.6 eV/Å. As for the LUMO energy (alpha / beta): -7.82 / -10.18 eV. The charge is +3. The relative energy (zero: lowest compared OMol25 entry of this formula, charge and spin) is 0.0 kcal/mol.